one.
Molecular formula: C8H15N2O
Method: DFT, ωB97M-V/def2-TZVPD

Each line ends with the natural charge from an NBO analysis.
Geometry (Å):
C  -1.276  -2.922  -2.495  -0.448
N  -1.462  -3.220  -1.049  -0.507
C  -1.453  -2.212  -0.226  0.579
O  -0.852  -2.349  0.934  -0.395
C  -1.040  -1.315  1.833  -0.069
C  0.314  -0.563  2.072  -0.246
N  0.809  0.005  0.793  -0.500
C  0.912  1.189  0.471  0.406
C  1.246  2.419  0.104  -0.171
C  2.650  3.019  0.219  -0.600
C  0.162  3.165  -0.588  -0.626
H  -2.093  -3.440  -3.043  0.242
H  -1.542  -1.820  -2.739  0.235
H  -0.204  -3.230  -2.825  0.254
H  -0.962  -4.072  -0.913  0.442
H  -1.849  -1.190  -0.462  0.226
H  -1.477  -1.631  2.712  0.221
H  -1.794  -0.538  1.381  0.176
H  0.215  0.134  2.805  0.208
H  1.123  -1.225  2.396  0.227
H  3.424  2.338  0.576  0.230
H  2.633  3.808  0.839  0.218
H  3.033  3.441  -0.775  0.223
H  -0.723  2.603  -0.990  0.218
H  0.615  3.939  -1.226  0.234
H  -0.408  3.668  0.196  0.222

## Properties
Charge: +1
Highest occupied orbital energy: -10.93 eV
Structure (SMILES): C/[NH+]=C/OCCN=C=C(C)C

---

two.
Molecular formula: C8H15N2O
Method: DFT, ωB97M-V/def2-TZVPD

Each line ends with the natural charge from an NBO analysis.
Geometry (Å):
C  1.289  2.310  -2.186  -0.132
C  1.119  1.460  -3.002  0.258
C  -0.011  -0.907  1.404  -0.004
C  0.394  -1.005  0.151  0.323
C  1.059  3.228  -1.105  -0.671
C  -2.570  -1.801  3.961  -0.608
C  0.812  1.248  -5.286  -0.244
C  -1.198  -1.408  3.548  -0.196
N  -0.928  -1.602  2.054  -0.556
N  0.438  -0.901  -1.100  -0.610
O  1.032  0.696  -4.006  -0.507
H  0.507  -0.150  1.959  0.269
H  2.078  3.641  -0.555  0.224
H  0.612  2.636  -0.291  0.220
H  0.653  4.155  -1.391  0.251
H  -2.730  -2.830  3.443  0.201
H  -2.522  -1.864  5.004  0.243
H  -3.303  -1.082  3.613  0.227
H  0.037  0.684  -5.768  0.205
H  1.800  1.184  -5.772  0.201
H  0.624  2.333  -5.151  0.201
H  -0.438  -1.928  4.128  0.207
H  -1.061  -0.333  3.673  0.198
H  -0.416  -0.442  -1.557  0.426
H  1.160  -1.211  -1.768  0.449
H  -1.546  -2.378  1.715  0.424

## Properties
Charge: +1
Highest occupied orbital energy: -11.61 eV

---

three.
Molecular formula: C8H15N2O
Method: DFT, ωB97M-V/def2-TZVPD

Each line ends with the natural charge from an NBO analysis.
Geometry (Å):
O  3.321  0.420  -0.707  -0.222
N  2.933  0.027  0.309  0.257
C  1.159  -0.041  0.310  0.217
C  0.808  -1.320  0.888  -0.492
C  -0.762  -1.546  0.923  -0.390
C  -1.358  -1.179  -0.486  -0.481
C  -0.839  0.030  -1.273  -0.008
C  -1.144  1.434  -0.804  -0.440
C  -0.711  1.638  0.660  -0.396
C  0.768  1.297  0.844  -0.475
N  0.736  -0.157  -1.172  -0.599
H  1.056  -1.365  2.120  0.274
H  1.297  -2.166  0.353  0.234
H  -1.268  -1.003  1.747  0.220
H  -0.938  -2.592  1.135  0.245
H  -1.257  -2.031  -1.131  0.227
H  -2.464  -1.236  -0.214  0.271
H  -1.158  -0.095  -2.319  0.246
H  -2.227  1.513  -0.827  0.254
H  -0.715  2.182  -1.575  0.226
H  -0.805  2.628  1.029  0.250
H  -1.154  0.725  1.224  0.217
H  1.370  2.022  0.393  0.219
H  1.112  1.302  1.866  0.254
H  0.913  -1.101  -1.499  0.431
H  1.328  0.616  -1.792  0.463

## Properties
Charge: +1
Highest occupied orbital energy: -12.96 eV
Structure (SMILES): O=N[C@]12CCC[C@H](CCC1)[NH2+]2

---

Which one is most stable, and which one is least stable? one is the most stable of them, while two is the least stable.

---

one.
Molecular formula: C8H15N2O
Method: DFT, ωB97M-V/def2-TZVPD

Each line ends with the natural charge from an NBO analysis.
Geometry (Å):
C  2.954  0.554  2.501  -0.633
C  2.482  1.507  1.378  -0.208
N  0.998  1.253  1.091  -0.527
C  0.512  0.469  0.120  0.136
C  -0.863  0.181  0.016  -0.157
C  -1.986  0.558  0.927  -0.660
C  -1.206  -0.755  -1.179  0.374
C  -0.597  -1.311  -2.436  0.167
N  0.215  -2.277  -2.765  -0.647
O  -2.550  -0.872  -1.181  -0.449
C  -3.071  -1.621  -2.251  -0.300
H  2.667  -0.364  1.981  0.205
H  4.029  0.495  2.397  0.237
H  2.573  0.672  3.502  0.238
H  2.988  1.484  0.325  0.221
H  2.512  2.547  1.769  0.219
H  0.380  1.372  1.838  0.394
H  1.156  0.182  -0.611  0.196
H  -2.946  0.256  0.559  0.264
H  -1.932  1.645  0.912  0.231
H  -1.990  0.147  1.856  0.231
H  0.447  -2.468  -3.712  0.417
H  0.566  -2.951  -2.153  0.390
H  -3.170  -2.679  -2.120  0.211
H  -2.503  -1.251  -3.110  0.222
H  -4.127  -1.254  -2.532  0.229

## Properties
Charge: +1
Highest occupied orbital energy (spin up / spin down): -11.59 / -11.59 eV
Structure (SMILES): CCN/C=C(\C)C(=C=[NH2+])OC

---

two.
Molecular formula: C8H15N2O
Method: DFT, ωB97M-V/def2-TZVPD

Each line ends with the natural charge from an NBO analysis.
Geometry (Å):
C  0.095  -0.535  0.607  -0.044
C  -0.945  1.298  0.100  0.553
C  1.121  0.430  0.601  -0.117
C  -2.291  -0.723  0.232  0.471
C  -1.846  2.480  -0.353  -0.684
C  -2.286  -2.163  -0.126  -0.700
C  3.435  -0.621  -0.111  -0.631
C  2.260  0.202  -0.519  -0.372
N  -1.151  -0.008  0.310  -0.370
N  0.305  1.636  0.372  -0.499
O  -3.309  0.119  -0.094  -0.674
H  0.176  -1.457  1.084  0.225
H  1.704  0.588  1.536  0.234
H  -1.622  2.781  -1.403  0.268
H  -1.650  3.365  0.216  0.250
H  -3.004  2.312  -0.252  0.286
H  -2.114  -2.899  0.575  0.248
H  -1.625  -2.426  -0.991  0.243
H  -3.234  -2.270  -0.606  0.240
H  4.060  -0.192  0.680  0.222
H  4.132  -0.871  -0.911  0.247
H  3.003  -1.530  0.302  0.208
H  1.731  -0.212  -1.465  0.218
H  2.525  1.264  -0.808  0.207
H  0.779  2.544  0.539  0.457
H  -4.162  -0.365  -0.051  0.514

## Properties
Charge: +1
Highest occupied orbital energy (spin up / spin down): -11.38 / -10.93 eV

---

Which one is most stable, and which one is least stable? two is the most stable of them, while one is the least stable.

---

one.
Molecular formula: C2H2I4S
Method: DFT, ωB97M-V/def2-TZVPD

Each line ends with the natural charge from an NBO analysis.
Geometry (Å):
C  1.302  -1.357  0.722  -0.675
C  -0.443  1.565  -1.167  -0.786
S  -0.844  1.524  0.592  0.158
I  0.109  -2.997  0.209  0.217
I  1.992  -1.046  2.614  0.270
I  -1.397  -0.099  -2.164  0.185
I  -0.959  3.534  -1.946  0.197
H  1.906  -1.062  -0.149  0.194
H  0.687  1.510  -1.129  0.239

## Properties
Charge: 0
Highest occupied orbital energy (spin up / spin down): -9.24 / -8.32 eV

---

two.
Molecular formula: C2H2I4S
Method: DFT, ωB97M-V/def2-TZVPD

Each line ends with the natural charge from an NBO analysis.
Geometry (Å):
C  -1.924  -0.421  -0.422  -0.652
C  1.524  0.447  0.276  -0.708
S  0.449  1.066  -0.944  0.058
I  -1.411  -1.652  1.207  0.320
I  -3.380  1.002  -0.171  0.328
I  2.079  -1.677  -0.211  0.031
I  3.264  1.641  0.466  0.196
H  -1.788  -0.773  -1.477  0.225
H  1.187  0.367  1.276  0.201

## Properties
Charge: 0
Highest occupied orbital energy (spin up / spin down): -8.42 / -8.61 eV

---

Which one is most stable, and which one is least stable? two is the most stable of them, while one is the least stable.

---

one.
Molecular formula: C18H22Br4HfI2N12O3P
Method: DFT, ωB97M-V/def2-TZVPD

Each line ends with the natural charge from an NBO analysis.
Geometry (Å):
Hf  -2.458  -0.877  0.297  2.078
N  -2.739  2.789  0.219  -0.591
C  -2.145  2.273  1.369  0.469
N  -1.543  3.014  2.279  -0.404
N  -1.001  2.101  3.126  -0.112
N  -1.263  0.908  2.734  -0.086
N  -2.014  0.975  1.608  -0.519
C  -2.380  2.208  -0.983  0.480
N  -2.078  2.879  -2.083  -0.409
N  -1.719  1.919  -2.968  -0.123
N  -1.805  0.753  -2.438  -0.110
N  -2.232  0.892  -1.152  -0.544
H  -2.732  3.797  0.187  0.410
I  -5.142  -0.125  1.221  -0.429
C  -4.074  -1.682  -1.265  -0.995
I  -3.375  -2.603  -3.169  -0.005
H  -4.704  -0.885  -1.656  0.219
H  -4.744  -2.455  -0.886  0.210
Br  0.562  -4.181  5.814  0.072
C  0.330  -3.302  4.159  -0.164
C  1.418  -3.010  3.357  -0.161
Br  3.165  -3.513  3.868  0.063
C  1.214  -2.331  2.147  -0.170
Br  2.661  -1.958  0.967  0.003
C  -0.047  -1.915  1.744  0.258
O  -0.296  -1.195  0.677  -0.822
C  -1.170  -2.327  2.518  0.340
O  -2.349  -2.016  2.034  -0.824
C  -0.962  -2.960  3.732  -0.181
Br  -2.506  -3.373  4.731  0.087
C  3.634  1.277  -0.962  -0.051
N  2.426  1.306  -1.899  -0.387
C  2.254  2.731  -2.437  -0.052
N  2.175  3.675  -1.378  -0.446
C  3.348  3.572  -0.518  -0.067
N  3.517  2.246  0.068  -0.448
C  2.428  1.916  1.016  -0.558
P  0.737  1.895  0.257  0.894
C  1.180  0.842  -1.192  -0.612
C  0.920  3.527  -0.610  -0.575
H  4.503  1.481  -1.591  0.197
H  3.680  0.268  -0.554  0.230
H  2.608  0.684  -2.686  0.417
H  1.342  2.726  -3.036  0.241
H  3.129  2.918  -3.064  0.196
H  3.254  4.300  0.286  0.215
H  4.239  3.808  -1.107  0.191
H  2.429  2.652  1.822  0.239
H  2.633  0.945  1.468  0.247
H  0.363  0.842  -1.916  0.279
H  1.340  -0.177  -0.837  0.276
H  0.872  4.314  0.146  0.237
H  0.070  3.667  -1.282  0.264
C  -1.198  -4.571  -0.419  -0.278
O  -1.720  -3.232  -0.441  -0.551
C  -1.296  -2.281  -1.238  0.341
C  -0.100  -2.576  -2.081  -0.813
H  -1.351  -5.023  -1.399  0.197
H  -1.778  -5.092  0.338  0.219
H  -0.144  -4.559  -0.143  0.196
H  -0.087  -3.576  -2.514  0.221
H  0.759  -2.470  -1.408  0.256
H  -0.037  -1.836  -2.876  0.249

## Properties
Charge: -1
Highest occupied orbital energy: -5.02 eV

---

two.
Molecular formula: C18H22Br4HfI2N12O3P
Method: DFT, ωB97M-V/def2-TZVPD

Each line ends with the natural charge from an NBO analysis.
Geometry (Å):
Hf  -0.527  0.091  -0.271  2.016
N  2.735  2.088  -0.523  -0.618
C  1.968  2.002  -1.670  0.449
N  2.423  2.441  -2.830  -0.421
N  1.444  2.125  -3.707  -0.114
N  0.479  1.522  -3.111  -0.084
N  0.779  1.410  -1.788  -0.524
C  2.299  1.735  0.739  0.446
N  2.942  2.075  1.840  -0.395
N  2.228  1.499  2.829  -0.100
N  1.236  0.837  2.342  -0.111
N  1.256  0.956  0.992  -0.511
H  3.458  2.788  -0.546  0.421
I  -0.761  -1.908  -2.567  -0.480
C  -2.316  0.815  -1.597  -1.035
I  -3.619  2.319  -0.654  0.015
H  -3.031  0.017  -1.789  0.218
H  -2.053  1.280  -2.546  0.228
Br  -0.181  -4.057  5.480  0.064
C  -0.836  -3.003  4.052  -0.141
C  -2.126  -2.503  4.078  -0.172
Br  -3.278  -2.875  5.531  0.065
C  -2.581  -1.706  3.016  -0.160
Br  -4.310  -0.942  2.995  0.069
C  -1.772  -1.432  1.930  0.247
O  -2.090  -0.631  0.924  -0.824
C  -0.460  -1.974  1.885  0.348
O  0.246  -1.633  0.835  -0.848
C  -0.006  -2.722  2.957  -0.197
Br  1.789  -3.318  2.892  0.040
C  3.668  -3.301  -2.902  -0.048
N  3.977  -1.810  -3.055  -0.385
C  5.167  -1.466  -2.165  -0.049
N  4.941  -1.856  -0.820  -0.446
C  4.659  -3.287  -0.757  -0.068
N  3.489  -3.657  -1.540  -0.446
C  2.247  -3.103  -0.968  -0.590
P  2.195  -1.244  -0.952  1.001
C  2.787  -0.973  -2.699  -0.618
C  3.887  -1.057  -0.167  -0.577
H  4.520  -3.831  -3.333  0.197
H  2.761  -3.492  -3.475  0.234
H  4.230  -1.627  -4.026  0.419
H  5.316  -0.389  -2.242  0.225
H  6.026  -1.999  -2.578  0.199
H  4.490  -3.567  0.281  0.223
H  5.529  -3.830  -1.136  0.189
H  2.142  -3.441  0.062  0.260
H  1.389  -3.473  -1.526  0.266
H  3.055  0.075  -2.849  0.259
H  1.963  -1.224  -3.369  0.280
H  3.810  -1.362  0.879  0.249
H  4.183  -0.008  -0.176  0.241
C  -0.679  4.460  1.244  -0.281
O  -0.522  3.220  0.530  -0.505
C  -1.089  2.114  0.899  0.328
C  -1.769  2.081  2.224  -0.830
H  -1.727  4.758  1.224  0.198
H  -0.074  5.178  0.701  0.205
H  -0.320  4.355  2.266  0.197
H  -2.258  3.007  2.520  0.214
H  -0.970  1.854  2.944  0.284
H  -2.485  1.264  2.244  0.282

## Properties
Charge: -1
Highest occupied orbital energy: -4.99 eV

---

Which one is most stable, and which one is least stable? two is the most stable of them, while one is the least stable.